1.
{"formula": "C2H18NO6", "method": "ωB97M-V/def2-TZVPD", "species": ["C", "C", "N", "H", "H", "H", "H", "H", "H", "H", "H", "O", "H", "H", "O", "H", "H", "O", "H", "H", "O", "H", "H", "O", "H", "H", "O"], "xyz": [[1.1041, -1.5946, -0.2019], [1.6607, -1.5962, -1.3898], [-0.0182, -0.7244, 0.1386], [1.3007, -2.3033, 0.5879], [2.4080, -2.3496, -1.5951], [1.5232, -0.8669, -2.1741], [0.0288, -0.3590, 1.0977], [-0.0813, 0.1151, -0.4551], [-0.9161, -1.2041, 0.1521], [-2.0623, 1.2305, -1.2488], [-2.6365, 1.1972, 0.1519], [-2.5755, 0.6640, -0.6535], [2.1435, 1.2986, -0.2416], [1.1140, 2.4716, -0.2409], [1.2570, 1.5671, -0.5503], [-2.8632, -2.9663, 1.4940], [-3.0312, -1.5614, 0.9244], [-2.3745, -2.1558, 1.3079], [3.8603, 0.5084, 1.5954], [4.6076, 1.4806, 0.5713], [3.8542, 0.9037, 0.7149], [-0.5743, 0.2792, 3.6272], [-0.6091, -1.3077, 3.3525], [-0.6797, -0.4263, 2.9790], [-2.5672, 2.6223, -2.9592], [-1.4742, 2.0384, -3.7927], [-1.6214, 2.4235, -2.9092]], "forces_ev_per_angstrom": [[-0.797, -0.180, 0.071], [0.749, -0.131, -0.042], [-0.089, 0.799, 0.194], [0.170, -0.132, -0.111], [0.098, 0.013, 0.064], [-0.463, 0.095, 0.073], [0.203, -0.075, 0.268], [0.259, -0.235, -0.028], [-0.284, -0.484, -0.249], [-0.086, 0.045, -0.440], [-0.195, -0.117, -0.120], [0.372, 0.133, 0.531], [-0.070, 0.266, 0.064], [0.188, -0.194, -0.154], [0.006, 0.045, 0.117], [0.105, 0.000, -0.075], [-0.055, 0.015, 0.054], [-0.049, 0.012, -0.182], [0.471, 0.375, -0.189], [0.192, -0.105, 0.431], [-0.770, -0.247, -0.328], [0.061, -0.593, 0.295], [-0.101, 0.228, 0.521], [0.161, 0.527, -0.907], [0.085, 0.202, 0.180], [0.266, 0.163, 0.497], [-0.426, -0.422, -0.537]], "homo_ev": -14.2, "e_above_lowest_kcal_mol": 0.0, "total_charge": 1, "e_tot_ev": -16135.349, "orbital_gap_ev": 11.5818}

2.
{"formula": "C3H12NO", "method": "ωB97M-V/def2-TZVPD", "species": ["C", "C", "N", "C", "H", "H", "H", "H", "H", "H", "H", "H", "H", "H", "H", "H", "O"], "xyz": [[-0.2194, -0.2210, 1.3991], [0.7696, -0.9309, 0.4344], [0.4489, -0.5414, -0.9825], [1.6148, 0.2520, -1.4358], [-1.2310, -0.6971, 1.5231], [0.0436, -0.0982, 2.4518], [-0.4072, 0.8520, 1.0444], [1.9593, -0.8789, 0.7504], [0.6987, -1.9353, 0.5355], [-0.3490, 0.1058, -1.2048], [0.4229, -1.4581, -1.5344], [2.5221, -0.1584, -1.0613], [1.6256, 1.3353, -1.3761], [1.8268, -0.0829, -2.5106], [-3.1280, 1.7510, 1.3574], [-3.6897, 1.5234, 0.0327], [-2.9079, 1.1828, 0.5768]], "forces_ev_per_angstrom": [[-0.997, 1.384, -0.091], [1.027, 2.436, 3.045], [1.453, -0.308, -0.582], [1.921, -1.201, -4.155], [0.974, 0.188, -0.913], [0.910, -0.270, -0.279], [0.223, -1.461, 0.372], [-3.076, 0.948, -1.242], [-0.982, -3.269, -0.089], [0.087, -1.420, 1.016], [-0.399, 1.927, 0.594], [0.446, -0.028, 1.124], [-0.744, -0.126, 0.385], [-0.830, 1.176, 0.908], [0.806, -0.845, -0.373], [1.573, -1.080, 0.432], [-2.393, 1.949, -0.151]], "homo_ev": -14.9, "e_above_lowest_kcal_mol": 56.0, "total_charge": 1, "e_tot_ev": -6834.986, "orbital_gap_ev": 11.5396}

3.
{"formula": "C3H10N2O2S", "method": "ωB97M-V/def2-TZVPD", "species": ["N", "C", "C", "S", "C", "N", "O", "H", "H", "H", "H", "H", "H", "H", "H", "H", "H", "O"], "xyz": [[0.8016, 0.1869, 1.8280], [-0.1396, -0.2093, 0.8036], [-0.3973, 0.9775, -0.1452], [-1.5210, 2.2050, 0.4797], [0.2851, -1.4478, 0.0419], [-0.7300, -2.2289, -0.4185], [1.4653, -1.7141, -0.1147], [1.4949, -0.5058, 2.0132], [-0.9801, 2.3987, 1.6876], [1.2978, 1.0186, 1.6025], [-1.0980, -0.3864, 1.3032], [-0.7317, 0.6674, -1.1301], [0.5885, 1.3137, -0.4267], [-1.5714, -1.7290, -0.6514], [-0.5214, -3.0005, -1.0303], [1.9180, -0.1341, -3.3593], [2.0743, -0.5970, -1.8993], [1.4761, -0.1412, -2.5081]], "forces_ev_per_angstrom": [[-0.423, -0.068, 0.384], [-0.878, 0.623, 0.360], [0.944, -0.977, -0.353], [-0.380, 0.441, -0.065], [0.745, -0.078, -0.265], [-0.266, 0.284, -0.117], [-0.132, -0.250, 0.188], [0.305, -0.631, 0.041], [0.166, -0.099, 0.017], [0.319, 0.657, -0.375], [-0.031, -0.425, -0.144], [-0.697, -0.208, 0.014], [0.387, 0.807, 0.172], [-0.298, -0.152, 0.215], [0.318, 0.094, -0.065], [0.073, 0.007, -0.075], [-0.181, -0.063, -0.015], [0.030, 0.037, 0.085]], "homo_ev": -9.1, "e_above_lowest_kcal_mol": 16.2, "smiles": "NC(=O)[C@@H](N)CS.O", "e_tot_ev": -21184.061, "orbital_gap_ev": 9.8215}

4.
{"formula": "CH4P2", "method": "ωB97M-V/def2-TZVPD", "species": ["C", "P", "P", "H", "H", "H", "H"], "xyz": [[-0.3805, 0.0530, 0.2069], [0.0681, 1.6593, 0.4814], [-0.1624, -0.8542, -1.2841], [-0.8471, -0.5439, 0.9543], [-0.7502, 1.8744, 1.5866], [0.8485, -0.0043, -2.0029], [1.2237, -2.1843, 0.0578]], "forces_ev_per_angstrom": [[0.612, 0.951, -0.382], [-0.018, -0.311, -0.894], [2.253, -0.840, 0.526], [-0.764, -0.197, 0.516], [-0.112, -0.008, 0.751], [-0.884, -0.644, 0.905], [-1.088, 1.049, -1.421]], "homo_ev": [-9.1, -8.4], "e_above_lowest_kcal_mol": 74.3, "e_tot_ev": -19674.607, "orbital_gap_ev": [7.6805, 7.5167]}

5.
{"formula": "C5H14", "method": "ωB97M-V/def2-TZVPD", "species": ["C", "C", "C", "H", "H", "H", "H", "H", "H", "H", "H", "C", "C", "H", "H", "H", "H", "H", "H"], "xyz": [[0.4395, -0.6305, -2.0158], [1.0409, -1.4813, -0.9497], [-0.9709, -1.1745, -2.4475], [1.0981, -0.6789, -2.9917], [0.4824, 0.5142, -1.8476], [0.2982, -1.4964, -0.0987], [1.1301, -2.5281, -1.2923], [-1.5936, -1.6428, -1.6802], [2.0035, -1.0468, -0.6575], [-0.8924, -1.7573, -3.3617], [-1.4311, -0.1620, -2.7758], [-0.6770, 1.1498, 3.1094], [0.1777, 1.8131, 2.0013], [0.0461, 0.7652, 3.8233], [-1.2452, 1.9443, 3.4380], [-1.2016, 0.3104, 2.7493], [0.7847, 2.6250, 2.4195], [-0.3884, 2.2814, 1.1264], [0.8990, 1.1952, 1.4513]], "forces_ev_per_angstrom": [[0.590, 0.628, -2.894], [-0.519, 0.023, 1.048], [0.203, 3.586, -0.852], [-1.033, -0.103, 1.720], [-0.480, -1.916, 0.415], [1.085, 0.021, -0.461], [0.217, 0.484, 0.145], [0.333, 0.105, -0.060], [-0.118, -0.519, 0.330], [-0.091, -0.365, 0.245], [-0.188, -1.929, 0.385], [3.153, -0.227, -1.760], [0.013, 0.683, -1.713], [-0.260, 0.201, 0.558], [-1.661, 1.102, 1.394], [-1.060, -0.749, -0.445], [-0.205, -0.071, 0.054], [0.178, -0.519, 1.376], [-0.157, -0.434, 0.515]], "homo_ev": -10.8, "e_above_lowest_kcal_mol": 23.9, "smiles": "CCC.CC", "e_tot_ev": -5411.014, "orbital_gap_ev": 11.8262}

6.
{"formula": "C2H11NO3", "method": "ωB97M-V/def2-TZVPD", "species": ["C", "N", "C", "O", "H", "H", "H", "H", "H", "H", "H", "H", "H", "O", "H", "H", "O"], "xyz": [[1.4334, 0.8479, 1.0155], [0.0819, 0.2827, 1.2946], [-1.0333, 1.0411, 0.8202], [-1.6247, 1.7777, 1.8373], [2.0701, 0.0978, 0.8633], [1.8040, 1.4312, 1.8618], [1.2831, 1.4379, 0.0831], [-0.0402, -0.0055, 2.2987], [-0.7354, 1.6807, -0.0204], [-1.9175, 0.3000, 0.4601], [-2.5831, 1.8500, 1.6780], [-0.2049, -2.7796, -0.7867], [-0.7059, -3.3084, -2.0911], [-0.3891, -3.6666, -1.2803], [1.5172, -0.4589, -2.2778], [0.3664, -0.4279, -3.3291], [0.6779, -0.1001, -2.4272]], "forces_ev_per_angstrom": [[-3.816, 2.716, 0.514], [0.471, -0.138, 0.883], [-1.980, -2.489, -1.007], [-0.859, 1.149, 1.087], [2.671, -3.045, -0.837], [0.011, 0.426, -0.265], [0.650, -0.199, 0.768], [0.048, 0.515, -1.590], [0.054, -0.282, 0.047], [2.032, 1.307, 0.270], [0.724, -0.034, 0.078], [-0.373, -2.433, -0.941], [-0.518, 0.121, -1.266], [0.897, 2.406, 2.238], [1.969, -0.943, 0.166], [0.869, 0.646, 1.906], [-2.851, 0.276, -2.049]], "homo_ev": -8.7, "e_above_lowest_kcal_mol": 37.5, "smiles": "CNCO.O.O", "e_tot_ev": -9883.574, "orbital_gap_ev": 9.1825}